The molecule C19H28ClF3N4O4, computed with ωB97M-V/def2-TZVPD.

Each line ends with the natural charge from an NBO analysis.
Element x y z (Å)
C: -2.937 -3.754 -0.715  -0.612
H: -3.248 -4.536 -0.026  0.220
H: -2.911 -4.164 -1.720  0.210
H: -1.936 -3.428 -0.445  0.217
C: -3.913 -2.576 -0.642  0.103
N: -3.772 -2.008 0.702  -0.654
H: -4.049 -2.738 1.351  0.392
C: -4.497 -0.782 0.993  -0.324
H: -5.460 -0.681 0.477  0.206
C: -3.655 0.455 0.679  0.681
O: -4.131 1.550 0.494  -0.600
N: -2.329 0.144 0.683  -0.646
C: -1.234 0.940 0.425  0.117
C: -1.342 2.315 0.209  -0.193
C: -0.200 3.055 -0.045  -0.118
C: 1.060 2.477 -0.083  -0.236
C: 1.186 1.107 0.132  0.132
C: 0.035 0.355 0.379  -0.014
Cl: 0.184 -1.362 0.634  -0.009
N: 2.407 0.456 0.105  -0.645
C: 3.655 0.950 -0.127  0.679
O: 3.931 2.100 -0.364  -0.593
C: 4.711 -0.159 -0.090  -0.322
N: 4.202 -1.354 0.561  -0.667
H: 4.223 -1.221 1.567  0.374
C: 4.832 -2.644 0.247  0.098
C: 6.357 -2.620 0.392  -0.632
H: 6.634 -2.310 1.398  0.212
H: 6.765 -3.611 0.214  0.219
H: 6.809 -1.933 -0.319  0.211
C: 4.228 -3.669 1.210  -0.613
H: 4.645 -4.653 1.019  0.216
H: 4.438 -3.398 2.243  0.202
H: 3.151 -3.717 1.069  0.230
C: 4.448 -3.036 -1.197  -0.068
O: 3.063 -3.027 -1.411  -0.711
H: 2.730 -2.163 -1.139  0.468
H: 4.778 -4.057 -1.393  0.188
H: 4.954 -2.375 -1.916  0.156
H: 4.954 -0.382 -1.133  0.224
H: 5.615 0.260 0.371  0.213
H: 2.400 -0.540 0.332  0.436
H: 1.940 3.065 -0.281  0.272
C: -0.307 4.542 -0.246  0.972
F: -1.533 4.941 -0.604  -0.319
F: -0.004 5.220 0.878  -0.326
F: 0.531 4.996 -1.191  -0.321
H: -2.316 2.775 0.236  0.267
H: -2.175 -0.861 0.807  0.449
H: -4.706 -0.743 2.067  0.233
C: -3.566 -1.550 -1.720  -0.626
H: -3.736 -1.984 -2.703  0.220
H: -4.176 -0.655 -1.635  0.216
H: -2.520 -1.267 -1.649  0.222
C: -5.348 -3.103 -0.877  -0.081
O: -5.714 -3.908 0.226  -0.739
H: -6.584 -4.284 0.064  0.480
H: -5.368 -3.684 -1.808  0.170
H: -6.046 -2.262 -0.986  0.162

Cartesian forces (eV/Å) of the 2 atoms listed first:
-0.212 0.195 0.036
0.011 -0.136 0.067

frontier orbital gap	9.102	eV
total energy	-2020.65982	hartree
SMILES string	CC(C)(CO)NCC(=O)Nc1cc(C(F)(F)F)cc(NC(=O)CNC(C)(C)CO)c1Cl
2S+1	1
LUMO level	0.43	eV
HOMO level	-8.68	eV

A cluster of 7 separate species, C26H42O4S4 in total at a distorted geometry, computed with ωB97M-V/def2-TZVPD.

Each line ends with the Mulliken charge.
Element x y z (Å)
C: -2.316 -2.261 -1.856  -0.433
S: -2.794 -2.840 -3.456  0.331
O: -3.064 -1.598 -4.240  -0.577
C: -1.274 -3.503 -4.168  -0.763
H: -1.550 -1.458 -2.220  -0.174
H: -1.939 -3.088 -1.259  0.423
H: -3.057 -1.665 -1.418  0.335
H: -1.081 -4.387 -3.499  0.359
H: -0.481 -2.745 -4.308  -0.049
H: -1.439 -4.086 -5.019  0.538
C: 2.297 -0.958 1.148  -1.037
S: 1.295 -1.818 -0.048  0.531
O: -0.055 -1.900 0.519  -0.585
C: 1.251 -0.443 -1.161  -0.517
H: 2.586 -1.563 2.065  0.330
H: 2.010 0.001 1.557  0.256
H: 3.233 -0.486 0.782  0.422
H: 2.286 -0.316 -1.471  0.533
H: 0.920 0.485 -0.777  0.527
H: 0.616 -0.752 -2.044  -0.497
C: 4.593 -3.319 -4.071  -0.915
S: 2.840 -3.176 -3.671  0.494
O: 2.951 -3.124 -2.165  -0.567
C: 2.656 -1.474 -4.234  -0.162
H: 4.856 -2.574 -4.658  0.380
H: 4.735 -4.257 -4.771  0.287
H: 5.268 -3.620 -3.119  0.251
H: 1.740 -1.297 -3.936  -0.491
H: 2.907 -1.251 -5.389  0.357
H: 3.409 -0.902 -3.623  0.385
C: -1.045 0.657 -5.721  -1.565
S: -0.982 0.897 -4.031  1.156
O: 0.476 1.323 -3.684  -0.718
C: -2.112 2.317 -4.013  -1.152
H: -1.987 0.021 -6.145  0.258
H: -0.216 -0.040 -5.955  0.301
H: -0.825 1.453 -6.138  0.789
H: -2.174 2.782 -3.036  0.348
H: -3.120 2.149 -4.667  0.282
H: -1.518 3.026 -4.864  0.335
C: -1.123 -0.819 5.337  -0.438
C: -0.210 -1.071 6.486  -0.138
C: 0.897 -1.949 6.380  -0.451
C: 1.173 -2.515 5.182  -0.547
C: 0.365 -2.331 3.953  -0.624
C: -0.856 -1.371 4.050  -0.210
H: -2.069 -0.323 5.637  0.352
H: -0.708 -0.650 7.542  0.153
H: 1.646 -2.247 7.086  0.370
H: 1.921 -3.167 5.197  0.559
H: 0.600 -2.800 2.983  0.572
H: -1.581 -1.293 3.247  0.464
C: 1.083 1.580 4.399  0.458
C: -0.325 2.373 4.364  -0.445
C: -0.310 3.859 4.207  -0.490
C: 0.824 4.467 4.460  -0.215
C: 2.021 3.829 4.828  -0.229
C: 2.214 2.345 4.745  -0.934
H: 0.909 0.402 4.304  0.025
H: -1.223 1.535 4.130  0.087
H: -1.106 4.405 3.972  0.848
H: 1.109 5.703 4.322  0.107
H: 3.018 4.421 5.103  0.193
H: 3.071 1.834 4.782  0.541
C: -3.772 2.914 -0.533  -0.605
C: -3.208 1.509 -0.766  -0.308
C: -2.064 1.046 -0.062  -0.443
C: -1.439 2.057 0.753  -0.840
C: -1.857 3.340 1.005  -0.689
C: -3.112 3.814 0.381  -0.369
H: -4.832 3.219 -0.856  0.276
H: -3.766 0.838 -1.357  0.417
H: -1.706 0.180 -0.035  0.937
H: -0.630 1.795 1.319  0.800
H: -1.292 4.098 1.587  0.433
H: -3.565 4.785 0.637  0.383

Cartesian forces (eV/Å) of the 2 atoms listed first:
3.398 0.956 -1.949
-1.239 -0.341 -1.493

frontier orbital gap	8.685	eV
total energy	-2909.06004	hartree
2S+1	1
LUMO level	0.35	eV
energy relative to the best compared isomer or geometry (same formula, charge and spin)	7.986	eV
HOMO level	-8.34	eV

The molecule C3H2N2O2, computed with ωB97M-V/def2-TZVPD.

Each line ends with the natural charge from an NBO analysis.
Element x y z (Å)
O: -2.788 -0.508 -0.161  -0.432
C: -1.861 0.249 -0.082  0.357
C: -0.414 -0.249 -0.027  0.523
N: 0.505 0.799 0.052  -0.605
C: 1.633 0.169 0.085  0.247
N: 2.248 -0.899 0.079  -0.089
O: -0.116 -1.431 -0.052  -0.504
H: -1.965 1.349 -0.042  0.139
H: 2.758 0.522 0.149  0.365

Cartesian forces (eV/Å) of the 2 atoms listed first:
0.479 0.434 0.043
-0.517 -0.278 -0.038

frontier orbital gap	8.664	eV
total energy	-375.36630	hartree
2S+1	1
LUMO level	-1.82	eV
energy relative to the best compared isomer or geometry (same formula, charge and spin)	3.952	eV
HOMO level	-10.49	eV

A cluster of 2 separate species, C4H12ClO2P3S in total at a distorted geometry, computed with ωB97M-V/def2-TZVPD.

Each line ends with the natural charge from an NBO analysis.
Element x y z (Å)
C: -2.049 1.962 0.645  -0.693
C: 2.443 -1.971 0.569  -0.970
C: 1.097 0.507 0.447  -1.062
C: -1.580 0.629 0.094  -0.591
O: -3.583 0.906 -1.431  -0.911
O: -2.654 -1.340 -1.320  -0.907
P: 2.801 -0.318 -1.849  0.008
P: -0.141 0.479 -0.963  0.610
P: 2.745 -0.252 0.294  0.608
S: -2.978 -0.115 -0.708  2.131
Cl: -4.130 -0.580 0.883  -0.223
H: -1.735 2.731 0.047  0.226
H: -3.085 1.960 0.593  0.238
H: -1.588 2.176 1.684  0.234
H: 1.713 -2.397 -0.054  0.230
H: 2.008 -1.978 1.675  0.240
H: 3.475 -2.394 0.612  0.252
H: 0.465 -0.029 1.207  0.268
H: 1.109 1.526 0.894  0.263
H: -1.375 -0.490 1.868  0.038
H: 3.301 0.869 -1.870  -0.026
H: 4.030 -1.000 -1.909  0.006
H: -0.290 -0.885 -1.410  0.029

Cartesian forces (eV/Å) of the 2 atoms listed first:
2.425 -1.451 2.890
0.251 -0.106 3.970

frontier orbital gap (alpha / beta)	7.166 / 7.205	eV
total energy	-2192.29865	hartree
2S+1	1
LUMO level (alpha / beta)	-1.41 / -1.16	eV
energy relative to the best compared isomer or geometry (same formula, charge and spin)	3.882	eV
HOMO level (alpha / beta)	-8.58 / -8.37	eV

A cluster of 3 separate species, C20H36I2O5 in total at a distorted geometry, computed with ωB97M-V/def2-TZVPD.

Each line ends with the natural charge from an NBO analysis.
Element x y z (Å)
C: 1.961 -2.609 1.460  -0.677
C: 1.208 -1.556 2.424  -0.312
I: 2.834 -0.385 3.368  0.094
C: 0.283 -0.525 1.548  -0.456
I: 0.943 -0.202 -0.457  0.200
C: -1.282 -0.713 1.829  -0.095
C: -2.084 -1.835 2.141  -0.079
C: -1.603 -3.331 2.114  -0.145
O: -2.147 -4.235 3.110  -0.243
O: -1.061 -4.522 3.906  -0.435
C: -3.470 -1.207 2.685  0.776
O: -3.983 -1.547 3.756  -0.474
O: -3.592 0.064 2.085  -0.501
C: -2.338 0.461 1.614  0.757
O: -2.236 1.267 0.662  -0.501
H: 2.203 -3.516 2.129  0.224
H: 1.218 -3.024 0.678  0.215
H: 2.875 -2.155 0.970  0.252
H: 0.613 -2.062 3.258  0.249
H: 0.505 0.464 2.123  0.271
H: -0.499 -3.491 1.879  0.222
H: -2.094 -3.689 1.111  0.216
H: -0.501 -5.172 3.423  0.449
C: 8.024 3.907 0.956  -0.610
C: 7.209 3.392 -0.224  -0.398
C: 5.703 3.390 0.040  -0.397
C: 5.245 2.482 1.185  -0.399
C: 5.625 1.008 1.039  -0.401
C: 5.001 0.346 -0.181  -0.618
H: 7.901 3.275 1.839  0.200
H: 9.088 3.917 0.703  0.209
H: 7.730 4.927 1.216  0.202
H: 7.552 2.390 -0.499  0.193
H: 7.409 4.032 -1.090  0.201
H: 5.184 3.105 -0.881  0.199
H: 5.379 4.414 0.260  0.201
H: 4.154 2.559 1.273  0.203
H: 5.647 2.856 2.132  0.199
H: 5.292 0.472 1.934  0.202
H: 6.714 0.894 1.001  0.194
H: 3.911 0.406 -0.140  0.204
H: 5.280 -0.711 -0.221  0.205
H: 5.339 0.811 -1.111  0.203
C: -6.856 1.795 -3.336  -0.610
C: -5.981 0.765 -4.037  -0.399
C: -6.308 -0.675 -3.636  -0.397
C: -6.091 -1.003 -2.156  -0.397
C: -4.674 -0.756 -1.636  -0.398
C: -3.625 -1.617 -2.326  -0.612
H: -6.717 1.774 -2.253  0.203
H: -6.602 2.802 -3.681  0.210
H: -7.913 1.621 -3.553  0.200
H: -4.926 0.986 -3.846  0.195
H: -6.124 0.865 -5.118  0.201
H: -5.711 -1.356 -4.252  0.198
H: -7.354 -0.885 -3.887  0.200
H: -6.351 -2.056 -1.993  0.198
H: -6.794 -0.425 -1.547  0.202
H: -4.655 -0.975 -0.563  0.194
H: -4.407 0.300 -1.737  0.204
H: -3.847 -2.680 -2.195  0.197
H: -2.638 -1.424 -1.896  0.208
H: -3.566 -1.405 -3.396  0.204

Cartesian forces (eV/Å) of the 2 atoms listed first:
-1.189 -0.968 1.147
0.080 -0.474 -1.810

frontier orbital gap	8.548	eV
total energy	-1755.03384	hartree
SMILES string	C[C@@H](I)[C@@H](I)C1=C(COO)C(=O)OC1=O.CCCCCC.CCCCCC
2S+1	1
LUMO level	-1.30	eV
HOMO level	-9.84	eV

A cluster of 2 separate species, C4H12 in total at a distorted geometry, computed with ωB97M-V/def2-TZVPD.

Each line ends with the natural charge from an NBO analysis.
Element x y z (Å)
C: 0.838 -1.902 -0.237  -0.623
C: 1.601 -2.207 1.022  -0.618
H: 1.317 -2.007 -1.219  0.205
H: -0.146 -2.346 -0.371  0.211
H: 0.666 -0.815 -0.322  0.203
H: 0.854 -2.402 1.795  0.207
H: 2.332 -1.519 1.438  0.213
H: 2.164 -3.136 0.878  0.203
C: -1.728 2.271 -0.887  -0.614
C: -0.708 1.842 0.160  -0.606
H: -2.591 2.700 -0.390  0.207
H: -1.305 2.967 -1.611  0.202
H: -1.938 1.489 -1.628  0.207
H: 0.165 1.384 -0.298  0.200
H: -1.120 1.064 0.812  0.200
H: -0.401 2.618 0.858  0.204

Cartesian forces (eV/Å) of the 2 atoms listed first:
-0.058 2.419 -1.641
-0.111 -1.696 0.315

frontier orbital gap	12.449	eV
total energy	-159.56682	hartree
SMILES string	CC.CC
2S+1	1
LUMO level	1.12	eV
energy relative to the best compared isomer or geometry (same formula, charge and spin)	0.494	eV
HOMO level	-11.33	eV